1.
{"formula": "C18H26O3", "method": "ωB97M-V/def2-TZVPD", "energy_ha": -927.1509, "relative_energy_kcal_mol": 30.65, "smiles": "CCOC(=O)[C@@](C)(C(C)=O)[C@H](C)c1c(C)cc(C)cc1C", "species": ["C", "C", "O", "C", "C", "C", "C", "C", "O", "O", "H", "H", "H", "H", "H", "H", "H", "H", "H", "H", "H", "C", "C", "C", "C", "C", "C", "C", "C", "C", "C", "C", "H", "H", "H", "H", "H", "H", "H", "H", "H", "H", "H", "H", "H", "H", "H"], "xyz": [[3.218, 2.825, 0.242], [3.200, 1.348, -0.068], [2.002, 1.079, -0.859], [1.794, -0.216, -1.086], [0.394, -0.535, -1.802], [-0.072, 0.744, -2.520], [0.751, -1.720, -2.795], [0.048, -1.780, -4.177], [1.466, -2.620, -2.476], [2.653, -1.068, -0.726], [4.081, 3.046, 0.868], [3.302, 3.428, -0.670], [2.326, 3.153, 0.791], [4.097, 1.069, -0.651], [3.191, 0.759, 0.865], [0.365, 1.625, -2.062], [0.197, 0.841, -3.581], [-1.152, 0.735, -2.413], [-0.463, -0.871, -4.533], [0.753, -2.110, -4.968], [-0.690, -2.601, -4.100], [-1.609, -2.110, -1.156], [-0.497, -1.166, -0.577], [-0.866, -0.552, 0.791], [-0.044, -0.684, 1.950], [1.046, -1.701, 2.064], [-0.235, 0.202, 3.009], [-1.322, 1.066, 3.076], [-1.466, 2.066, 4.211], [-2.251, 0.988, 2.057], [-2.098, 0.132, 0.956], [-3.203, 0.115, -0.052], [-1.139, -3.039, -1.582], [-2.397, -2.491, -0.430], [-2.169, -1.564, -1.983], [0.402, -1.818, -0.453], [1.550, -1.573, 3.025], [0.677, -2.727, 2.010], [1.771, -1.560, 1.269], [0.503, 0.237, 3.807], [-2.347, 2.706, 4.085], [-1.561, 1.562, 5.181], [-0.598, 2.733, 4.297], [-3.122, 1.636, 2.069], [-3.935, 0.878, 0.245], [-2.812, 0.376, -1.041], [-3.741, -0.843, -0.105]], "forces_ev_per_a": [[-0.203, 0.344, -0.076], [0.252, 0.174, 0.037], [0.389, -0.154, 0.482], [2.171, -2.516, 0.686], [1.600, 1.145, 0.723], [-0.377, -0.272, 0.110], [-1.316, 0.409, -0.569], [0.062, -0.163, -0.253], [0.096, -0.242, 0.087], [-3.010, 2.611, -1.108], [0.074, -0.010, -0.003], [-0.042, -0.128, 0.145], [0.126, -0.195, -0.153], [-0.535, -0.065, 0.238], [-0.170, 0.069, -0.578], [-0.419, -0.020, 0.282], [-0.057, -0.453, 0.280], [-0.209, 0.498, -0.340], [0.211, -0.431, 0.394], [-0.174, 0.240, 0.643], [0.215, 0.437, 0.046], [-0.658, -0.189, -0.802], [1.401, -2.649, -0.475], [-0.447, 0.456, -0.270], [-0.255, 0.647, -0.743], [0.456, 0.224, -0.066], [-0.204, -0.188, 0.166], [0.184, 0.474, 0.038], [0.003, 0.000, 0.053], [-0.262, -0.378, -0.091], [1.196, 0.483, 0.167], [-0.299, 0.488, -0.208], [-0.419, 0.986, 0.242], [1.238, 0.757, -0.625], [0.547, -0.878, 0.890], [-1.244, -0.461, 1.262], [0.005, -0.103, -0.109], [-0.105, 0.094, -0.058], [0.238, -0.252, 0.005], [-0.101, -0.248, 0.029], [0.128, -0.211, -0.055], [-0.019, 0.010, -0.195], [-0.091, -0.213, -0.158], [-0.072, -0.093, 0.152], [0.109, -0.186, -0.266], [-0.322, -0.147, 0.055], [0.310, 0.300, -0.012]], "nbo_charge": [-0.628, -0.070, -0.519, 0.814, -0.214, -0.635, 0.620, -0.738, -0.505, -0.613, 0.218, 0.211, 0.217, 0.196, 0.199, 0.250, 0.216, 0.210, 0.220, 0.244, 0.245, -0.633, -0.263, 0.032, 0.004, -0.653, -0.228, -0.009, -0.628, -0.227, -0.002, -0.633, 0.225, 0.228, 0.201, 0.262, 0.212, 0.223, 0.247, 0.203, 0.214, 0.219, 0.218, 0.200, 0.215, 0.210, 0.222]}



2.
{"formula": "C18H27B3Br12F2O4Si", "method": "ωB97M-V/def2-TZVPD", "energy_ha": -32455.2019, "species": ["C", "C", "C", "O", "B", "O", "B", "O", "B", "C", "F", "F", "C", "C", "Si", "C", "C", "C", "C", "C", "C", "C", "C", "O", "H", "H", "H", "H", "H", "H", "H", "H", "H", "H", "H", "H", "H", "H", "H", "H", "H", "H", "H", "H", "H", "H", "H", "C", "Br", "Br", "Br", "H", "C", "Br", "Br", "Br", "H", "C", "Br", "Br", "Br", "H", "C", "Br", "Br", "Br", "H"], "xyz": [[4.847, -2.884, 0.877], [4.774, -1.350, 1.266], [4.969, -0.450, -0.026], [5.319, 0.890, 0.459], [4.150, 1.658, 0.628], [3.872, 2.620, -0.374], [2.785, 3.463, -0.049], [1.935, 3.253, 1.085], [2.027, 1.850, 1.294], [0.790, 0.837, 0.988], [0.382, 1.134, -0.330], [1.353, -0.463, 1.057], [-0.383, 0.928, 2.017], [-1.829, 0.822, 1.396], [-2.264, -0.858, 0.592], [-2.062, -0.617, -1.317], [-1.140, -2.305, 1.156], [-4.059, -1.424, 0.857], [-4.398, -2.508, 1.773], [-5.780, -2.950, 1.924], [-6.858, -2.335, 1.156], [-6.533, -1.225, 0.253], [-5.148, -0.797, 0.114], [3.302, 1.405, 1.742], [4.354, -2.986, -0.129], [5.891, -3.282, 0.827], [4.265, -3.459, 1.637], [5.506, -1.023, 2.049], [3.754, -1.179, 1.701], [4.005, -0.352, -0.602], [5.765, -0.874, -0.685], [2.508, 4.365, -0.759], [-0.223, 0.203, 2.862], [-0.314, 1.951, 2.493], [-2.008, 1.633, 0.633], [-2.580, 1.025, 2.214], [-3.078, -0.718, -1.786], [-1.756, 0.450, -1.516], [-1.316, -1.346, -1.716], [-0.775, -2.141, 2.210], [-1.705, -3.272, 1.092], [-0.255, -2.368, 0.464], [-3.628, -3.039, 2.386], [-6.048, -3.773, 2.621], [-7.914, -2.666, 1.221], [-7.337, -0.721, -0.338], [-4.935, 0.033, -0.597], [-8.205, -0.371, -3.918], [-8.751, 0.526, -5.541], [-6.280, -0.445, -3.750], [-9.030, 0.412, -2.353], [-8.558, -1.394, -3.985], [-0.279, 5.775, -2.332], [1.470, 6.278, -1.683], [-0.232, 5.244, -4.191], [-1.092, 4.415, -1.221], [-0.908, 6.656, -2.269], [7.821, -2.422, 3.913], [6.285, -3.121, 4.859], [8.177, -3.411, 2.295], [7.649, -0.532, 3.561], [8.680, -2.550, 4.563], [2.134, 2.057, -4.548], [3.880, 2.554, -3.895], [2.177, 1.528, -6.408], [1.327, 0.704, -3.430], [1.505, 2.939, -4.487]], "forces_ev_per_a": [[-0.199, 0.721, 0.154], [-0.363, -0.497, -0.754], [-0.517, -0.264, 1.647], [-1.366, 0.442, -0.515], [2.079, -1.026, -0.040], [-1.655, 0.015, 2.177], [-0.042, 0.141, 0.186], [0.787, -2.079, -1.777], [0.844, 1.142, 1.477], [0.563, 0.037, 0.998], [0.255, -0.822, 1.339], [-0.892, 1.021, -0.806], [-0.433, 0.944, -0.085], [-0.289, 0.231, 0.571], [0.207, -0.592, -1.077], [-0.491, 0.662, 0.330], [0.216, 0.097, 0.117], [-2.021, -0.536, 0.532], [-1.771, 0.572, -0.719], [-0.098, 1.233, -1.249], [2.236, 1.237, -0.540], [1.374, -1.140, 1.109], [-0.825, -1.204, 0.982], [-1.178, 0.496, -2.551], [0.406, -0.194, 0.924], [-1.028, 0.423, -0.057], [0.538, 0.210, -0.723], [-0.564, -0.494, -0.934], [0.925, 0.074, -0.478], [0.887, -0.479, 0.289], [-0.502, 0.708, 0.545], [0.450, -0.415, 0.292], [-0.026, 0.501, -1.069], [0.025, -0.924, -0.466], [0.355, -0.773, 0.710], [0.810, -0.196, -0.647], [1.066, -0.276, 0.187], [0.024, -1.168, 0.054], [-0.694, 0.668, 0.028], [-0.260, -0.380, -1.030], [0.536, 0.862, 0.113], [-0.780, 0.059, 0.825], [-0.651, 0.666, -0.704], [0.409, 0.687, -0.591], [0.953, 0.144, 0.141], [0.887, -0.561, 0.628], [-0.124, -0.706, 0.638], [0.029, -0.060, -0.028], [0.084, -0.085, 0.236], [-0.249, 0.046, -0.008], [0.063, -0.025, -0.238], [0.051, 0.154, 0.019], [-0.023, 0.084, 0.095], [-0.575, 0.541, -0.462], [0.013, 0.032, 0.183], [0.172, 0.096, -0.148], [0.075, -0.145, -0.037], [0.026, 0.032, 0.068], [0.152, 0.096, -0.157], [0.130, 0.058, 0.232], [0.138, -0.135, 0.135], [-0.131, 0.005, -0.100], [0.004, 0.033, -0.003], [-0.193, -0.060, -0.087], [0.009, 0.036, 0.228], [0.073, 0.161, -0.126], [0.087, -0.134, 0.018]], "nbo_charge": [-0.628, -0.439, -0.060, -0.748, 1.324, -0.882, 0.957, -0.881, 1.146, 0.396, -0.351, -0.362, -0.458, -0.871, 1.612, -1.105, -1.118, -0.393, -0.236, -0.221, -0.215, -0.222, -0.238, -0.880, 0.202, 0.209, 0.214, 0.215, 0.216, 0.171, 0.197, -0.102, 0.241, 0.225, 0.240, 0.249, 0.234, 0.240, 0.241, 0.235, 0.244, 0.253, 0.218, 0.217, 0.219, 0.222, 0.214, -0.494, 0.094, 0.095, 0.087, 0.226, -0.492, 0.119, 0.085, 0.093, 0.227, -0.496, 0.089, 0.094, 0.107, 0.227, -0.498, 0.097, 0.081, 0.090, 0.225]}